Formula: C5H11O2
Source: the OMol25 dataset
Level of theory: ωB97M-V/def2-TZVPD

ORCA input file:
```
! RIJCOSX wB97M-V def2-TZVPD def2/J DEFGRID3
* xyz -1 1
C 0.5539 1.6195 0.8278
O -0.2683 0.6838 1.2954
C 0.7091 1.5775 -0.7150
C 1.2000 0.1780 -1.1407
C 0.0545 -0.7552 -1.4095
C 0.1379 -2.0222 -1.7811
H 1.6015 1.6041 1.2554
H 0.2890 2.7023 0.9952
H -0.2895 1.7957 -1.0813
H 1.4498 2.3646 -0.9016
H 1.6850 -0.2429 -0.2575
H 1.8537 0.2816 -2.0028
H -0.8730 -0.3590 -1.0273
H 1.0802 -2.4832 -2.0763
H -0.6486 -2.7559 -1.6844
H -1.3872 -0.5753 2.2657
H -2.0782 -1.8915 1.8643
O -2.2043 -1.1036 2.3948
*
```

## Properties
HOMO level in eV: -3.0
E_tot in Ha: -347.556695
LUMO level in eV: 3.97

Atomic partial charges in e from the natural (NBO) method, atoms 1 to 6: 0.020, -0.981, -0.431, -0.472, -0.119, -0.463

=====

Formula: C5H11O3
Source: the OMol25 dataset
Level of theory: ωB97M-V/def2-TZVPD

ORCA input file:
```
! RIJCOSX wB97M-V def2-TZVPD def2/J DEFGRID3
* xyz -1 1
C -2.3757 -1.2607 -2.0487
C -1.5285 0.0264 -2.0464
O -0.7905 0.2328 -3.0203
O -1.6469 0.7276 -0.9975
H -3.3990 -1.0762 -1.7199
H -1.8595 -1.9449 -1.3811
H -2.3835 -1.7356 -3.0346
C 0.7682 0.4998 1.0531
C 1.8283 -0.3697 0.3931
C 1.1969 0.8951 2.4834
O 0.5050 1.6439 0.2868
H -0.1205 -0.1197 1.1372
H 1.9951 -1.2583 1.0138
H 2.2779 1.0814 2.5095
H 0.6678 1.7741 2.8446
H 1.0570 0.0150 3.1273
H -0.3358 1.4430 -0.2310
H 2.7415 0.1759 0.1543
H 1.4023 -0.7499 -0.5238
*
```

## Properties
HOMO level in eV: -4.5
E_tot in Ha: -422.904170
LUMO level in eV: 3.88

Atomic partial charges in e from the natural (NBO) method, atoms 1 to 6: -0.730, 0.773, -0.750, -0.827, 0.199, 0.202

=====

Formula: C5H11O4P
Source: the OMol25 dataset
Level of theory: ωB97M-V/def2-TZVPD

ORCA input file:
```
! RIJCOSX wB97M-V def2-TZVPD def2/J DEFGRID3
* xyz 0 3
C -2.5650 0.4406 1.4311
C -1.0171 0.4191 1.1811
C -0.7679 -0.5963 0.0493
C 0.6692 -1.0041 -0.2314
C 1.6858 0.4018 -0.4989
O 2.5752 0.2750 -3.0091
O 0.9926 -1.5425 -1.5611
O 2.2598 0.9153 0.6054
O 1.0640 1.4504 -1.2137
P 2.8384 -0.4813 -1.7835
H -2.9344 0.1331 0.5575
H -2.7623 1.4805 1.6601
H -2.7826 -0.2946 2.1847
H -0.6575 0.2861 2.1495
H -0.6983 1.3346 0.9645
H -1.3369 -1.4122 0.2184
H -0.9973 -0.2921 -0.9079
H 1.0491 -1.4942 0.6062
H 0.5068 -2.3734 -1.6247
H 1.6929 0.8424 1.3557
H 1.1854 1.5116 -2.1331
*
```

## Properties
HOMO level (spin up / spin down) in eV: -5.5 / -10.4
E_tot in Ha: -839.228653
Expectation value of S²: 2.0081
LUMO level (spin up / spin down) in eV: 0.58 / -2.05

Atomic partial charges in e from the natural (NBO) method, atoms 1 to 6: -0.580, -0.403, -0.443, 0.063, 0.344, -0.985

=====

Formula: C5H11O4Tm
Source: the OMol25 dataset
Level of theory: ωB97M-V/def2-TZVPD

ORCA input file:
```
! RIJCOSX wB97M-V def2-TZVPD def2/J DEFGRID3
* xyz 1 4
C -1.3998 1.6216 3.6599
O -1.4773 0.2858 3.3140
H -1.4522 2.2887 2.7818
H -2.2753 1.8473 4.3244
H -0.4755 1.8658 4.2141
O 1.6240 -0.8476 0.9849
C 0.2938 -1.0670 1.0332
C -0.4039 -1.1595 -0.3027
O 0.2039 -0.1856 -1.1645
C 0.1208 -0.3833 -2.5773
C 1.2444 0.4504 -3.1952
O 2.4594 0.2275 -2.5523
Tm 2.4324 -0.0806 -0.6249
H -0.7650 -0.1317 2.4337
H -0.0157 -1.7816 1.8098
H -1.4838 -0.9704 -0.2133
H -0.2732 -2.1526 -0.7724
H -0.8724 -0.0817 -2.9457
H 0.2785 -1.4546 -2.7932
H 0.9475 1.5192 -3.1431
H 1.2892 0.1898 -4.2711
*
```

## Properties
HOMO level (spin up / spin down) in eV: -11.7 / -12.2
E_tot in Ha: -1582.914506
Expectation value of S²: 3.7566
LUMO level (spin up / spin down) in eV: -5.53 / -5.55

Atomic partial charges in e from the Mulliken method, atoms 1 to 6: -0.464, -0.532, 0.215, 0.214, 0.236, -0.657

=====

Listing maximum force for the structures above in their given order: 0.028 0.018 0.091 0.107 Eh/bohr.
Listing relative energy (zero: lowest compared OMol25 entry of this formula, charge and spin) for the structures above in their given order: 244.09 24.97 79.55 190.73 kJ/mol.